{"formula": "CBrFN2O2", "method": "ωB97M-V/def2-TZVPD", "symbols": ["O", "N", "O", "F", "N", "C", "Br"], "coordinates": [[-1.0667, -0.8048, -0.9873], [-1.9343, -0.6581, -0.1912], [-2.6085, 0.1504, 0.2921], [-2.1437, -2.0477, 0.3853], [0.8217, 0.5663, 0.8352], [1.8411, 0.1762, 0.4419], [3.4066, -0.4175, -0.1354]], "atomic_forces_ev_per_a": [[-1.252, 1.541, 0.478], [1.776, -2.508, -0.504], [0.101, 0.121, -0.306], [-0.616, 0.838, 0.292], [1.164, -0.458, -0.459], [-1.615, 0.642, 0.685], [0.443, -0.175, -0.186]], "lowdin_charge": [0.14, -0.35, 0.21, -0.06, 0.09, -0.86, 0.83], "lumo_energy_ev": -0.09, "total_charge": 0, "homo_ha": -0.425, "multiplicity": 1, "mol_weight_g_mol": 170.9, "de_lowest_kcal_mol": 0.2, "homo_lumo_gap_ev": 11.47}